Entry 1:
Molecular formula: C14H34N4O6V
Method: DFT, ωB97M-V with the def2-TZVPD basis set

Each line ends with the natural charge from an NBO analysis.
Element x y z (Å)
1 V 0.4330 0.3494 -0.6604  1.335
2 O -0.3494 2.1425 -1.8982  -0.623
3 O 1.7649 0.1367 -2.2983  -0.625
4 O -0.8422 -0.2101 1.1293  -0.612
5 O -1.0529 -0.7755 -1.8656  -0.961
6 O 1.6009 1.6565 0.6194  -0.958
7 O 1.3534 -1.5738 0.3343  -0.621
8 N -2.2597 3.3529 -1.4795  -0.413
9 N 3.5468 -0.7464 -3.4312  -0.417
10 N -2.2256 -0.0659 2.9401  -0.421
11 N 1.2556 -3.0470 2.1002  -0.438
12 C 1.3529 -2.0532 3.1787  -0.435
13 C 4.2598 -1.0940 -4.6826  -0.402
14 C -2.9150 2.2431 -0.7394  -0.429
15 C 1.2126 -2.7445 0.7384  0.553
16 C 4.2544 -1.1500 -2.2310  -0.421
17 C -2.7635 1.2846 2.7486  -0.415
18 C -1.0176 3.1880 -2.0279  0.554
19 C -1.4816 -0.7623 2.0422  0.549
20 C -2.2044 -1.4051 -2.3259  -0.203
21 C -3.1016 4.5997 -1.6556  -0.403
22 C 1.0289 -4.4934 2.4877  -0.421
23 C 2.0081 2.7860 1.2653  -0.194
24 C 2.3161 -0.1535 -3.3362  0.574
25 C -2.6722 -0.6723 4.1921  -0.410
26 H -3.8580 4.2802 -2.3725  0.204
27 H 1.8886 0.0781 -4.3241  0.126
28 H 1.6792 3.6744 0.7262  0.107
29 H 5.2138 -0.5695 -4.7359  0.202
30 H 3.6949 -0.9436 -1.3186  0.254
31 H -2.4151 1.8187 1.8645  0.243
32 H -3.4786 5.0304 -0.7280  0.209
33 H 5.2471 -0.6998 -2.2262  0.194
34 H 1.4723 -5.2644 1.8575  0.218
35 H 1.4721 -1.0247 2.8379  0.265
36 H -2.4497 1.3057 -0.4344  0.265
37 H -3.7405 -0.5760 4.3858  0.199
38 H -3.8529 1.2820 2.7141  0.194
39 H 1.5220 -4.6743 3.4428  0.208
40 H 0.4009 -1.9463 3.6986  0.187
41 H -0.0218 -4.7208 2.6677  0.194
42 H 1.0131 -3.5973 0.0713  0.147
43 H -1.3451 -1.8377 2.2347  0.134
44 H 4.4343 -2.2234 -2.2913  0.184
45 H -2.0981 -1.8860 -3.2983  0.124
46 H -2.4500 5.3519 -2.1002  0.210
47 H -2.2701 -0.1524 5.0617  0.199
48 H -2.3956 -1.7233 4.2756  0.211
49 H 3.0631 3.0582 1.2358  0.121
50 H -2.6790 -2.1040 -1.6371  0.109
51 H 1.6017 2.8228 2.2761  0.119
52 H -2.5092 1.8776 3.6272  0.202
53 H -3.0880 -0.8186 -2.5779  0.104
54 H 4.3916 -2.1727 -4.5974  0.198
55 H 2.2272 -2.2473 3.8000  0.209
56 H -0.6544 4.1309 -2.4653  0.128
57 H 3.6414 -0.9109 -5.5614  0.215
58 H -3.7363 1.9733 -1.4033  0.198
59 H -3.4227 2.6167 0.1498  0.181

Summary:
E_HOMO (spin up / spin down)   -5.2 / -6.2 eV
Orbital gap (spin up / spin down)   5.755 / 6.763 eV
Energy relative to the best compared isomer or geometry (same formula, charge and spin)   1.247 eV
F_max   0.062 hartree/bohr
Multiplicity   4

=====

Entry 2:
Molecular formula: C8H7O2S
Method: DFT, ωB97M-V with the def2-TZVPD basis set

Each line ends with the natural charge from an NBO analysis.
Element x y z (Å)
1 S 0.7262 1.8218 -0.2112  0.132
2 O -1.0113 -1.7407 -0.2028  -0.629
3 O 3.1300 0.7212 -0.1857  -0.692
4 C 1.9160 0.4123 -0.1685  0.421
5 C 1.2211 -0.7543 -0.1967  -0.447
6 C -0.6967 0.7473 0.0126  -0.378
7 C -0.2284 -0.8323 -0.2136  0.608
8 C -1.2437 0.9842 1.4309  -0.598
9 C 1.9130 -2.0527 -0.2788  -0.603
10 C -1.7097 1.1970 -0.9525  0.059
11 C -2.6179 1.5947 -1.6216  -0.318
12 H -2.3166 0.9013 1.6441  0.206
13 H -3.4698 2.0051 -2.0969  0.220
14 H -1.1890 1.9884 1.6419  0.207
15 H -0.8373 0.4136 2.2954  0.216
16 H 1.3162 -2.8746 0.2076  0.207
17 H 2.9030 -2.0870 0.2164  0.207
18 H 2.1948 -2.4455 -1.3205  0.183

Summary:
E_HOMO   -3.9 eV
Orbital gap   7.416 eV
Energy relative to the best compared isomer or geometry (same formula, charge and spin)   0.170 eV
F_max   0.091 hartree/bohr
SMILES   C#C[C@]1(C)SC([O-])=C(C)C1=O
Net charge   -1

=====

Entry 3:
Molecular formula: C4H5N3S
Method: DFT, ωB97M-V with the def2-TZVPD basis set

Each line ends with the natural charge from an NBO analysis.
Element x y z (Å)
1 S 0.2928 0.7018 -1.3733  0.314
2 N -0.2002 -0.0896 1.0383  -0.479
3 N -2.9676 -1.1859 -0.4620  -0.675
4 N -1.0112 2.1160 0.5000  -0.697
5 C -0.4186 0.9152 0.2752  0.456
6 C -2.7381 -0.1553 -0.0200  -0.232
7 C 0.1519 -1.1901 0.4391  0.311
8 C 0.4708 -1.0357 -0.9905  -0.629
9 H 1.6272 -1.4213 -1.0846  0.270
10 H -1.4409 2.2021 1.3479  0.431
11 H 0.4862 -1.9788 1.0590  0.222
12 H 0.1213 -1.6425 -1.7322  0.292
13 H -0.7371 2.7301 -0.2218  0.416

Summary:
E_HOMO (spin up / spin down)   -8.2 / -8.2 eV
Orbital gap (spin up / spin down)   6.533 / 6.532 eV
Energy relative to the best compared isomer or geometry (same formula, charge and spin)   4.552 eV
F_max   0.113 hartree/bohr

=====

Entry 4:
Molecular formula: C2H3N3O
Method: DFT, ωB97M-V with the def2-TZVPD basis set

Each line ends with the natural charge from an NBO analysis.
Element x y z (Å)
1 O -2.6257 -0.3056 -0.3856  -0.327
2 N -0.8620 -1.7946 -0.4220  -0.110
3 N -1.7261 -1.0717 -0.4057  0.444
4 N 1.7300 -0.1550 -0.0373  -0.837
5 C -0.1935 1.5131 0.2540  -0.352
6 C 0.6792 0.6916 0.1254  0.148
7 H -0.9138 2.2918 0.3558  0.243
8 H 2.4361 -0.0412 0.6810  0.392
9 H 1.4759 -1.1285 -0.1656  0.399

Summary:
E_HOMO   -9.0 eV
Orbital gap   9.968 eV
Energy relative to the best compared isomer or geometry (same formula, charge and spin)   3.982 eV
F_max   0.030 hartree/bohr
SMILES   N#[N+][O-].C#CN

=====

Entry 5:
Molecular formula: C19H20CaF6NO6PS4Se2
Method: DFT, ωB97M-V with the def2-TZVPD basis set

Each line ends with the natural charge from an NBO analysis.
Element x y z (Å)
1 Se 1.5579 -1.3748 -3.4822  -0.643
2 Se 0.3145 -3.3097 0.0095  -0.617
3 Ca -0.1436 -0.8944 -1.3853  1.651
4 S -0.7096 0.1206 1.8154  -0.718
5 S 2.3997 0.7161 3.2532  -0.696
6 S -0.7625 1.6809 -1.5722  2.192
7 S -2.6645 -0.2340 -2.2273  2.186
8 P 0.5182 1.2272 2.9049  1.133
9 F -3.4749 -2.3333 -3.4312  -0.296
10 F -1.8197 -1.3645 -4.4488  -0.269
11 F -1.5597 3.4984 -3.2121  -0.311
12 F 0.1870 3.9873 -2.0226  -0.299
13 F 0.3692 2.6335 -3.7091  -0.299
14 F -3.7988 -0.4997 -4.5366  -0.320
15 O -2.2943 -1.2166 -1.2015  -0.972
16 O 0.5394 1.2284 -1.1109  -0.936
17 O -3.8808 0.4980 -2.0572  -0.900
18 O -1.7309 2.1827 -0.6507  -0.881
19 O 3.7095 -5.6354 -2.6508  -0.738
20 O -0.8681 -3.6477 -2.9804  -0.783
21 N -1.3618 0.6178 -2.6341  -1.275
22 C -0.3046 1.5631 4.5269  -0.372
23 C 0.3415 2.3757 5.4618  -0.129
24 C -0.2357 2.6292 6.7007  -0.253
25 C 1.6308 3.5875 1.7913  -0.231
26 C 2.2989 -3.1725 -3.3110  -0.556
27 C -2.9302 -1.1912 -3.7907  0.753
28 C -0.7648 3.5344 1.9554  -0.212
29 C 0.1520 -4.6164 -3.1606  -0.048
30 C -0.4107 3.0464 -2.7208  0.729
31 C -2.1146 1.2508 6.1040  -0.228
32 C -1.5346 1.0035 4.8569  -0.200
33 C -1.4696 2.0631 7.0269  -0.231
34 C -0.8385 4.8037 1.3951  -0.220
35 C 0.3272 5.4727 1.0261  -0.233
36 C 1.6628 -4.2568 -1.0714  -0.543
37 C 2.3265 -5.6040 -3.0443  -0.042
38 C 1.5669 -4.3346 -2.6170  -0.157
39 C 1.5594 4.8605 1.2194  -0.233
40 C 0.4712 2.9189 2.1668  -0.273
41 H 2.2426 -5.7105 -4.1329  0.145
42 H -0.9862 -3.5854 -1.9968  0.484
43 H 1.6583 -5.2691 -0.6706  0.192
44 H 2.5828 3.0928 1.9521  0.244
45 H 0.2710 6.4626 0.5828  0.193
46 H 4.0919 -4.7927 -2.9127  0.466
47 H -2.0239 0.3700 4.1239  0.249
48 H 0.2800 3.2577 7.4195  0.195
49 H -1.8048 5.2660 1.2297  0.199
50 H 0.2275 -4.7821 -4.2410  0.164
51 H -1.6717 2.9951 2.2105  0.232
52 H 1.8656 -6.4814 -2.5838  0.169
53 H -3.0718 0.8030 6.3520  0.198
54 H 2.4699 5.3705 0.9221  0.196
55 H 3.2477 -3.0157 -2.7968  0.188
56 H 2.6145 -3.8093 -0.8028  0.205
57 H 2.5140 -3.4652 -4.3418  0.188
58 H 1.3126 2.7926 5.2100  0.220
59 H -0.1605 -5.5682 -2.7061  0.149
60 H -1.9197 2.2547 7.9969  0.192

Summary:
E_HOMO   -1.8 eV
Orbital gap   6.186 eV
Energy relative to the best compared isomer or geometry (same formula, charge and spin)   2.405 eV
F_max   0.092 hartree/bohr
Net charge   -2

=====

Entry 6:
Molecular formula: C12H8N2NiO4
Method: DFT, ωB97M-V with the def2-TZVPD basis set

Each line ends with the natural charge from an NBO analysis.
Element x y z (Å)
1 Ni 1.3966 0.2145 -1.1534  0.581
2 O 1.3676 -2.7140 -1.5826  -0.313
3 O -1.5412 0.4245 -1.5271  -0.287
4 O 1.8973 -0.0042 1.7369  -0.268
5 O 0.0334 2.4619 0.3428  -0.296
6 N -1.4292 -0.3676 1.1647  -0.193
7 N -4.4758 2.2391 3.9181  -0.100
8 C -2.8814 -1.9806 2.1787  -0.180
9 C -0.4941 0.2735 -0.9507  0.317
10 C -3.5741 -0.9911 2.8638  -0.049
11 C -1.8338 -1.6211 1.3020  0.037
12 C -3.1822 0.3381 2.6608  -0.105
13 C 0.3199 1.3275 -0.0018  0.230
14 C 1.3493 -1.5839 -1.3376  0.595
15 C -3.8847 1.4065 3.3290  0.190
16 C 3.1218 0.3528 -1.6705  -0.428
17 C -2.1032 0.6018 1.7711  0.047
18 C 1.3913 0.0903 0.6738  0.501
19 C 2.1543 0.5158 -2.7740  -0.461
20 H -4.3911 -1.2685 3.5658  0.302
21 H -1.2761 -2.3469 0.6920  0.252
22 H -1.8141 1.6485 1.6093  0.283
23 H 3.5695 1.2475 -1.2014  0.267
24 H -3.1065 -3.0502 2.2549  0.293
25 H 1.9418 1.5404 -3.1191  0.269
26 H 3.7290 -0.5575 -1.5490  0.254
27 H 2.0491 -0.2474 -3.5510  0.262

Summary:
E_HOMO (spin up / spin down)   -16.9 / -17.4 eV
Orbital gap (spin up / spin down)   6.316 / 4.152 eV
Energy relative to the best compared isomer or geometry (same formula, charge and spin)   5.182 eV
F_max   0.162 hartree/bohr
Net charge   +2
Multiplicity   3

=====

Entry 7:
Molecular formula: C5H36O12
Method: DFT, ωB97M-V with the def2-TZVPD basis set

Each line ends with the natural charge from an NBO analysis.
Element x y z (Å)
1 O 2.5108 -0.9788 2.7760  -0.998
2 O -2.7818 -1.2017 0.2222  -1.013
3 O 3.7826 -0.7954 -0.1922  -0.960
4 O -2.9056 0.8214 -2.4456  -0.981
5 O -1.2326 -1.8946 2.5503  -1.012
6 O 1.6424 -2.4101 -0.8150  -1.028
7 O -3.4208 1.4182 0.2245  -0.979
8 O 0.7120 -0.9967 -3.0736  -1.018
9 O -0.5263 1.3217 -3.5528  -0.988
10 O 0.1829 0.2693 3.4761  -0.997
11 O 1.1032 -3.0836 1.8058  -1.010
12 O -1.1636 -2.3706 -1.5533  -0.988
13 C -0.4755 3.4862 1.6966  -0.619
14 C 1.3236 1.3935 0.0821  -0.411
15 C -0.1927 1.6206 0.0048  -0.405
16 C 2.0787 1.9479 -1.1245  -0.629
17 C -0.5634 3.0951 0.2212  -0.416
18 H 4.6456 -1.2068 -0.3334  0.495
19 H 0.6770 -1.4905 -3.9169  0.495
20 H 1.8758 1.3836 -2.0392  0.202
21 H -0.1538 2.1158 -3.1493  0.484
22 H -1.4316 1.1834 -3.1809  0.517
23 H 3.6451 -0.1330 -0.8586  0.494
24 H -2.8953 -0.1340 -2.2748  0.477
25 H 2.4605 -1.9493 -0.5394  0.503
26 H -0.5736 1.2605 -0.9502  0.198
27 H 0.0832 3.7741 -0.3462  0.198
28 H 1.7228 1.8375 0.9964  0.208
29 H -0.8881 2.7494 2.3820  0.216
30 H 1.3202 -1.9307 -1.6114  0.502
31 H 1.5384 0.3246 0.1715  0.205
32 H 2.0422 -1.8119 2.4889  0.508
33 H 1.8075 2.9841 -1.3412  0.208
34 H -2.1505 -1.6215 -0.4173  0.519
35 H -0.8105 -1.0893 2.9367  0.504
36 H 0.2588 0.2777 4.4286  0.480
37 H -3.2366 0.4643 0.3467  0.503
38 H -0.9450 4.4543 1.8764  0.210
39 H 0.5730 3.6066 1.9944  0.206
40 H 1.2051 -2.9371 0.8471  0.493
41 H 0.2685 -0.1120 -3.1951  0.523
42 H -0.5339 -2.8558 -0.9829  0.503
43 H -1.5687 3.2908 -0.1627  0.201
44 H -1.7545 -1.5925 1.7600  0.493
45 H 2.9927 -0.7378 1.9765  0.481
46 H -0.6410 1.0051 0.7899  0.210
47 H 3.1639 1.9628 -0.9763  0.200
48 H 1.0246 -0.1068 3.1079  0.514
49 H -2.7594 1.8767 0.7595  0.480
50 H 0.2003 -2.7574 2.0399  0.505
51 H -3.1425 1.1714 -1.5416  0.518
52 H -3.5841 -1.7468 0.2729  0.494
53 H -0.6075 -1.7734 -2.1020  0.501

Summary:
E_HOMO   -10.6 eV
Orbital gap   10.642 eV
Energy relative to the best compared isomer or geometry (same formula, charge and spin)   0.000 eV
F_max   0.023 hartree/bohr

=====

Entry 8:
Molecular formula: C17H19ClN4O5S7SbW
Method: DFT, ωB97M-V with the def2-TZVPD basis set

Each line ends with the natural charge from an NBO analysis.
Element x y z (Å)
1 W 0.5046 0.4663 0.6403  0.648
2 Sb 1.0267 -0.9468 3.0929  0.948
3 Cl 0.0689 3.1829 2.6529  2.612
4 S -0.9832 -0.8405 -1.6077  -0.101
5 S 2.0225 0.7443 -1.3085  -0.038
6 S 2.5104 -2.2595 4.2203  -0.906
7 S 1.6082 -2.8345 -2.4535  0.238
8 S 0.9801 -1.8775 0.7534  -0.418
9 S -0.9271 2.3155 -0.6693  0.008
10 S 2.3962 0.8315 2.0250  -0.361
11 O -1.0801 3.9993 2.5796  -0.852
12 O -5.8112 -1.7926 2.6314  -0.531
13 O -0.3130 1.8359 2.9827  -0.862
14 O 0.9848 3.6952 3.5915  -0.840
15 O 0.6872 3.0792 1.3511  -0.854
16 N -1.9653 -0.2461 -5.0612  -0.379
17 N -2.1657 3.6398 -3.8458  -0.368
18 N -3.2516 -1.2834 1.5881  -0.454
19 N -1.2619 0.0372 1.3636  -0.595
20 C -1.7953 2.8055 -3.1301  0.281
21 C 2.7509 -3.1773 -3.8284  -0.745
22 C -1.6604 0.0969 -3.9961  0.282
23 C -4.2667 -1.8970 0.7595  -0.238
24 C -5.6523 -1.4782 1.2625  -0.078
25 C -1.3655 1.8129 -2.2692  -0.301
26 C -4.8358 -1.1407 3.4206  -0.078
27 C 3.2869 1.9411 -0.9725  -0.141
28 C 5.3045 3.7623 -0.4198  -0.261
29 C -3.4163 -1.5483 3.0130  -0.245
30 C 2.9680 3.2553 -0.6464  -0.236
31 C 1.8114 -4.3771 -1.5209  -0.746
32 C 4.6212 1.5537 -1.0612  -0.226
33 C 5.6227 2.4645 -0.7862  -0.221
34 C -1.3348 0.4417 -2.6994  -0.327
35 C 3.9773 4.1538 -0.3578  -0.145
36 C -2.2898 -0.5652 1.0652  0.607
37 H 2.7964 -2.2668 -4.4156  0.228
38 H -4.9493 -0.0500 3.3207  0.175
39 H 1.2935 -4.2249 -0.5789  0.245
40 H 3.7364 -3.4156 -3.4379  0.198
41 H -4.1834 -2.9904 0.8258  0.194
42 H -5.7966 -0.3965 1.1070  0.172
43 H 1.3731 -5.2062 -2.0737  0.192
44 H -4.1082 -1.5913 -0.2758  0.248
45 H -2.6718 -0.9687 3.5640  0.249
46 H -5.0357 -1.4345 4.4536  0.194
47 H 2.8666 -4.5477 -1.3279  0.203
48 H 1.9332 3.5670 -0.5995  0.247
49 H 6.0917 4.4604 -0.1695  0.192
50 H 6.6594 2.1576 -0.8504  0.194
51 H -6.4384 -2.0262 0.7370  0.191
52 H -3.2623 -2.6190 3.2054  0.201
53 H 3.7223 5.1643 -0.0747  0.194
54 H 4.8511 0.5339 -1.3341  0.216
55 H 2.3641 -3.9930 -4.4335  0.194

Summary:
E_HOMO (spin up / spin down)   -2.1 / -2.1 eV
Orbital gap (spin up / spin down)   5.209 / 5.289 eV
Energy relative to the best compared isomer or geometry (same formula, charge and spin)   6.522 eV
F_max   0.084 hartree/bohr
Net charge   -2
Multiplicity   2